DFT (ωB97M-V/def2-TZVPD) results for a cluster of 2 separate species, C8H20 in total.

Summary:
SMILES: CC(C)C.CC(C)C
Energy relative to the best compared isomer or geometry (same formula, charge and spin) in eV: 0.587
Highest occupied orbital energy in eV: -10.804
Total charge: 0
HOMO-LUMO gap in eV: 11.83
E_LUMO in eV: 1.03

Last column: Mulliken charge in e.
CARTESIAN COORDINATES (ANGSTROEM)
1 C -2.114 0.258 -2.918  -1.3798
2 C -1.258 1.215 -2.151  0.7303
3 C -1.172 0.870 -0.618  -0.9049
4 C 0.185 1.338 -2.799  -1.3483
5 H -3.174 0.249 -2.614  0.3343
6 H -1.694 -0.749 -2.758  0.3007
7 H -2.059 0.495 -3.994  0.3913
8 H -1.666 2.246 -2.124  0.2358
9 H -0.850 -0.179 -0.505  -0.0576
10 H -2.158 0.988 -0.138  0.3464
11 H -0.448 1.519 -0.097  0.3330
12 H 0.174 1.641 -3.859  0.3926
13 H 0.635 0.333 -2.725  0.2795
14 H 0.815 2.047 -2.236  0.3308
15 C 1.297 0.101 1.081  -1.1200
16 C 1.251 -1.126 1.951  0.9458
17 C 1.936 -1.064 3.279  -1.4371
18 C -0.164 -1.562 2.101  -1.3783
19 H 0.579 0.881 1.385  0.2462
20 H 1.129 -0.135 0.016  0.2081
21 H 2.319 0.500 1.196  0.3577
22 H 1.761 -1.891 1.331  0.1397
23 H 2.095 -2.007 3.829  0.3556
24 H 1.271 -0.416 3.876  0.3204
25 H 2.908 -0.557 3.161  0.3557
26 H -0.756 -0.816 2.658  0.3333
27 H -0.277 -2.541 2.596  0.3771
28 H -0.566 -1.637 1.077  0.3116


DFT (ωB97M-V/def2-TZVPD) results for an isolated molecule of C12H15ClN2O2S.

Summary:
SMILES: O=S(=O)(NC1=NCCCCC1)c1ccc(Cl)cc1
Energy relative to the best compared isomer or geometry (same formula, charge and spin) in eV: 12.636
Highest occupied orbital energy in eV: -8.150
Total charge: 0
HOMO-LUMO gap in eV: 7.69
E_LUMO in eV: -0.46

Last column: Mulliken charge in e.
CARTESIAN COORDINATES (ANGSTROEM)
1 O -0.688 -2.190 -1.374  -0.6182
2 S -0.192 -2.009 -0.099  1.3192
3 O 0.050 -3.053 0.702  -0.7057
4 N -1.425 -1.120 0.718  -0.2859
5 C -2.330 -0.352 0.016  0.5501
6 N -3.536 -0.137 0.779  -0.5430
7 C -4.545 0.767 0.415  -1.0882
8 C -4.081 2.373 0.391  -0.6946
9 C -2.678 2.689 -0.019  -0.4991
10 C -2.225 1.933 -1.252  -0.6797
11 C -1.751 0.357 -1.143  -1.4813
12 C 1.097 -0.834 0.013  0.3410
13 C 1.497 -0.462 1.359  -0.8785
14 C 2.685 0.459 1.006  -0.6655
15 C 3.423 0.657 0.061  0.4805
16 Cl 4.753 1.742 0.094  -0.1772
17 C 2.894 0.003 -1.164  -0.3886
18 C 1.792 -0.450 -1.246  -0.5642
19 H -2.008 -1.497 1.675  0.3372
20 H -4.665 0.795 -0.705  0.2906
21 H -5.432 0.667 0.689  0.7892
22 H -4.199 2.513 1.660  0.2543
23 H -4.655 3.100 -0.090  0.4304
24 H -2.590 3.714 0.103  0.4919
25 H -1.889 2.173 0.900  0.1463
26 H -1.523 2.736 -1.717  0.3072
27 H -3.231 2.099 -2.011  0.2841
28 H -1.954 0.012 -1.874  1.3486
29 H -0.700 0.533 -1.018  0.0076
30 H 1.065 -0.767 2.099  0.8555
31 H 3.030 0.617 2.069  0.2304
32 H 3.441 0.423 -1.993  0.3299
33 H 1.285 -1.015 -2.039  0.4757


DFT (ωB97M-V/def2-TZVPD) results for a structure of composition C7H13BrFIO.

Summary:
Energy relative to the best compared isomer or geometry (same formula, charge and spin) in eV: 0.639
Highest occupied orbital energy in eV: -9.342
Total charge: 0
HOMO-LUMO gap in eV: 9.31
E_LUMO in eV: -0.03

Last column: Mulliken charge in e.
CARTESIAN COORDINATES (ANGSTROEM)
1 C 0.165 -2.968 2.034  -1.2921
2 C -0.724 3.125 -0.475  -1.4097
3 C -1.151 1.294 -2.243  -1.4193
4 C 0.959 -2.273 0.951  -0.7636
5 C -0.586 1.626 -0.816  0.6864
6 C 0.146 -1.116 0.262  0.3863
7 C 1.070 0.165 -0.004  -0.4801
8 O 0.720 1.172 -0.734  -0.2132
9 F -0.357 -1.635 -0.941  -0.3547
10 Br 1.355 0.800 2.050  -0.1757
11 I 3.114 -0.146 -0.649  0.1515
12 H -0.871 -3.152 1.745  0.3455
13 H 0.843 -3.750 2.414  0.3866
14 H 0.065 -2.282 2.917  0.2910
15 H -0.786 3.029 0.556  0.4201
16 H 0.094 3.671 -0.891  0.3632
17 H -1.657 3.536 -0.838  0.3660
18 H -0.680 2.085 -2.960  0.2864
19 H -2.127 1.100 -2.235  0.4235
20 H -0.649 0.403 -2.480  0.4502
21 H 1.775 -1.835 1.394  0.4356
22 H 1.297 -2.922 0.189  0.4716
23 H -1.305 1.013 -0.138  0.1569
24 H -0.708 -0.941 0.893  0.4875


Please write out number 3 again, unchanged.
DFT (ωB97M-V/def2-TZVPD) results for a structure of composition C7H13BrFIO.

Summary:
Energy relative to the best compared isomer or geometry (same formula, charge and spin) in eV: 0.639
Highest occupied orbital energy in eV: -9.342
Total charge: 0
HOMO-LUMO gap in eV: 9.31
E_LUMO in eV: -0.03

Last column: Mulliken charge in e.
CARTESIAN COORDINATES (ANGSTROEM)
1 C 0.165 -2.968 2.034  -1.2921
2 C -0.724 3.125 -0.475  -1.4097
3 C -1.151 1.294 -2.243  -1.4193
4 C 0.959 -2.273 0.951  -0.7636
5 C -0.586 1.626 -0.816  0.6864
6 C 0.146 -1.116 0.262  0.3863
7 C 1.070 0.165 -0.004  -0.4801
8 O 0.720 1.172 -0.734  -0.2132
9 F -0.357 -1.635 -0.941  -0.3547
10 Br 1.355 0.800 2.050  -0.1757
11 I 3.114 -0.146 -0.649  0.1515
12 H -0.871 -3.152 1.745  0.3455
13 H 0.843 -3.750 2.414  0.3866
14 H 0.065 -2.282 2.917  0.2910
15 H -0.786 3.029 0.556  0.4201
16 H 0.094 3.671 -0.891  0.3632
17 H -1.657 3.536 -0.838  0.3660
18 H -0.680 2.085 -2.960  0.2864
19 H -2.127 1.100 -2.235  0.4235
20 H -0.649 0.403 -2.480  0.4502
21 H 1.775 -1.835 1.394  0.4356
22 H 1.297 -2.922 0.189  0.4716
23 H -1.305 1.013 -0.138  0.1569
24 H -0.708 -0.941 0.893  0.4875